Entry 1:
156
Properties=species:S:1:pos:R:3:forces:R:3:lowdin_charge:R:1 method="wB97M-V/def2-TZVPD" orbital_gap_ev=9.8 e_homo_ha=-0.348 smiles="CC(N)=O.CC(N)=O.CC(N)=O.CC(N)=O.CCCCCC.CCCCCC.CCCCCC.CCCCCC.CCCCCC.CCCCCC" fmax_ev_per_a=4.8
C 1.9674 -10.9447 0.0014 -1.621 0.841 -0.198 -0.13
C 1.1645 -11.4638 -1.2222 1.220 -2.623 0.885 -0.22
C 1.0840 -13.0738 -1.0687 -0.742 0.970 -0.990 -0.21
C 0.3565 -13.8175 -2.2402 0.957 0.081 0.570 -0.23
C 0.8901 -15.2473 -2.3242 -0.870 -1.227 0.037 -0.26
C -0.1517 -16.2997 -2.8692 0.542 0.735 -0.838 -0.11
H 1.8968 -9.8572 0.0181 0.279 0.170 0.010 0.06
H 3.0166 -11.2165 0.1172 -0.185 -0.339 -0.413 0.07
H 1.3967 -11.2550 0.8766 0.307 -0.152 0.286 0.06
H 0.1564 -11.0586 -1.3101 0.077 0.137 0.322 0.10
H 1.6954 -11.2254 -2.1438 -0.040 -0.112 -0.126 0.09
H 0.5888 -13.4135 -0.1590 -0.489 0.626 0.259 0.10
H 2.0641 -13.5067 -0.8681 0.465 0.281 -0.681 0.10
H -0.7241 -13.8011 -2.0981 -0.048 -0.012 0.157 0.10
H 0.5430 -13.3351 -3.1997 0.038 0.207 -0.022 0.10
H 1.8718 -15.2207 -2.7970 -0.188 -0.238 -0.653 0.10
H 1.1607 -15.6339 -1.3417 -0.245 0.237 0.434 0.09
H 0.1965 -17.3308 -2.9295 0.164 -0.028 0.834 0.06
H -1.0932 -16.1952 -2.3299 0.185 -0.309 0.395 0.06
H -0.4611 -16.1816 -3.9077 0.194 0.755 -0.269 0.06
C 1.1040 2.7570 -7.1214 -0.269 -0.737 -0.271 -0.11
C 0.1929 1.6235 -7.6309 -0.885 -0.811 0.773 -0.26
C 0.0301 0.4870 -6.5430 -0.745 0.087 -0.944 -0.21
C -0.9616 -0.6652 -6.9874 1.337 0.397 1.142 -0.20
C -1.0991 -1.8081 -5.8954 -0.734 1.207 -0.625 -0.25
C -2.2014 -2.7915 -6.2869 0.157 -0.011 -0.645 -0.13
H 1.0450 3.6759 -7.7047 -0.124 -0.069 -0.002 0.06
H 2.1548 2.4758 -7.0516 -0.002 -0.141 -0.026 0.07
H 0.7390 2.9312 -6.1092 0.203 0.430 0.052 0.06
H -0.7897 2.0358 -7.8601 -0.335 0.283 0.556 0.09
H 0.3462 1.1406 -8.5960 1.154 0.068 -0.066 0.10
H -0.3146 0.9025 -5.5961 -0.273 0.284 -0.018 0.10
H 1.0194 0.1063 -6.2890 0.119 -0.360 -0.252 0.10
H -1.8917 -0.2197 -7.3403 -0.316 -0.039 0.492 0.10
H -0.5344 -1.0965 -7.8927 0.084 -0.357 -0.037 0.10
H -0.0802 -2.1671 -5.7501 -0.174 -0.722 -0.179 0.10
H -1.4121 -1.4830 -4.9032 0.216 0.863 0.004 0.09
H -2.3955 -3.5949 -5.5764 0.501 -0.228 -0.149 0.07
H -3.1703 -2.2984 -6.3660 0.062 0.479 0.117 0.07
H -2.0158 -3.1371 -7.3038 0.021 -0.618 0.095 0.07
C 1.3667 2.6531 -0.8913 -0.587 -0.313 0.785 -0.11
C 1.2039 1.6165 0.2605 0.602 -0.670 -1.041 -0.25
C 1.2108 0.1100 -0.2093 -1.025 0.618 0.851 -0.21
C 0.5818 -0.7587 0.9014 -0.152 0.351 -0.581 -0.25
C 0.6771 -2.2978 0.6907 -0.127 1.575 1.074 -0.25
C 0.1883 -2.9636 1.9631 -0.602 -1.412 0.036 -0.14
H 2.2433 2.5681 -1.5336 0.119 -0.190 0.285 0.06
H 1.3113 3.6566 -0.4695 0.270 0.098 -0.046 0.06
H 0.4837 2.5704 -1.5251 0.007 -0.089 -0.203 0.06
H 1.9255 1.7210 1.0707 0.447 0.161 -0.229 0.10
H 0.2700 1.8587 0.7678 -0.340 -0.279 -0.194 0.10
H 2.1753 -0.2892 -0.5232 0.318 0.359 0.268 0.10
H 0.5718 -0.0038 -1.0849 -0.083 0.172 -0.224 0.10
H 0.8786 -0.3986 1.8865 1.140 -0.555 0.202 0.10
H -0.4438 -0.4100 1.0225 -0.632 -0.454 -0.629 0.11
H 0.0462 -2.5966 -0.1464 0.133 -0.004 -0.111 0.11
H 1.7142 -2.5517 0.4715 0.014 -0.104 -0.029 0.10
H -0.9000 -3.0094 2.0033 -0.202 0.637 0.047 0.07
H 0.3906 -4.0345 1.9811 0.531 -0.128 -0.041 0.06
H 0.5498 -2.5557 2.9071 0.160 0.233 -0.221 0.07
C 6.2546 -5.9047 10.1348 0.470 -1.544 0.530 -0.11
C 5.7993 -6.6808 8.8779 -0.838 0.892 0.359 -0.25
C 4.3167 -6.3439 8.6463 0.419 -0.165 -0.431 -0.23
C 3.8293 -6.9355 7.3254 -0.729 1.952 -0.106 -0.24
C 3.8356 -8.4161 7.2959 2.446 -0.770 -1.529 -0.33
C 2.8765 -9.1158 8.1769 -0.112 -0.176 0.307 -0.10
H 7.0998 -6.4445 10.5619 0.340 0.271 0.088 0.06
H 5.4910 -5.9944 10.9075 -0.217 0.065 -0.018 0.07
H 6.5197 -4.8487 10.0835 -0.117 -0.097 -0.672 0.07
H 6.3727 -6.4047 7.9930 0.026 0.305 -0.067 0.11
H 5.9090 -7.7646 8.9147 0.247 0.047 0.719 0.09
H 4.2769 -5.2563 8.7067 -0.379 0.154 -0.486 0.11
H 3.6588 -6.6802 9.4476 0.274 -0.239 0.317 0.10
H 2.8311 -6.5656 7.0914 -0.413 0.020 0.214 0.11
H 4.4126 -6.4652 6.5337 0.377 -0.410 -0.209 0.11
H 3.7824 -8.8062 6.2795 -0.919 0.288 -0.392 0.11
H 4.8788 -8.7119 7.4070 0.229 -0.300 0.922 0.10
H 3.0621 -8.9312 9.2350 -0.231 0.219 0.026 0.07
H 1.9183 -8.7125 7.8493 -0.482 -0.516 0.542 0.08
H 2.9651 -10.1940 8.0433 -0.392 0.006 -0.116 0.08
C -1.6277 10.0564 -4.7834 -1.942 0.079 0.930 -0.10
C -2.9764 10.7600 -4.3501 1.658 0.643 -0.545 -0.23
C -3.0449 12.1558 -5.0866 -1.729 -0.249 2.236 -0.24
C -3.3116 12.1111 -6.5542 0.774 0.138 -1.432 -0.26
C -4.3909 11.1652 -7.0604 -0.431 -0.048 0.473 -0.27
C -4.8964 11.3164 -8.4981 1.016 -0.138 0.196 -0.11
H -1.6777 9.9881 -5.8701 0.649 -0.078 0.060 0.06
H -1.5673 9.0630 -4.3390 0.050 -0.130 -0.207 0.06
H -0.7982 10.6335 -4.3747 0.091 0.086 -0.502 0.07
H -3.8681 10.1457 -4.4749 0.068 -0.012 -0.737 0.09
H -3.0069 10.9195 -3.2722 0.415 0.276 0.088 0.09
H -2.1682 12.7779 -4.9063 0.335 -0.371 0.112 0.11
H -3.8212 12.6754 -4.5250 -0.421 0.312 -0.199 0.10
H -3.5014 13.0607 -7.0545 -0.021 0.568 0.636 0.11
H -2.2910 11.8905 -6.8670 -0.104 -0.621 -1.198 0.10
H -3.9992 10.1535 -6.9547 -0.431 -0.242 0.192 0.10
H -5.2557 11.3235 -6.4161 -0.041 -0.398 0.400 0.11
H -3.9954 11.1315 -9.0830 -0.291 0.133 -0.740 0.07
H -5.6491 10.5636 -8.7325 0.130 -0.100 0.047 0.07
H -5.3317 12.2826 -8.7532 0.225 0.149 0.195 0.07
C -6.8392 4.1442 -1.4877 -0.595 0.159 0.550 -0.12
C -6.8959 2.6079 -1.5274 1.360 0.304 -0.423 -0.25
C -5.4678 1.9744 -1.4472 -0.407 -0.438 -0.971 -0.23
C -5.4584 0.4447 -1.6466 -0.761 -0.391 1.430 -0.22
C -6.2331 -0.2731 -0.4481 1.063 -0.371 -1.796 -0.24
C -6.1602 -1.8314 -0.4917 -0.661 1.042 0.589 -0.11
H -6.7607 4.5509 -0.4795 0.278 -0.185 0.179 0.07
H -7.7664 4.5853 -1.8535 -0.102 -0.102 -0.197 0.06
H -6.0332 4.5893 -2.0711 0.104 -0.317 -0.103 0.07
H -7.5665 2.1739 -0.7857 0.067 0.269 0.159 0.09
H -7.3139 2.3503 -2.5005 0.004 -0.299 -0.093 0.10
H -4.8877 2.2707 -0.5732 -0.371 -0.108 0.444 0.11
H -4.8536 2.3524 -2.2646 -0.173 0.424 -0.257 0.10
H -5.8799 0.1524 -2.6084 -0.460 0.203 -0.050 0.10
H -4.4344 0.0827 -1.7378 0.207 -0.028 0.457 0.10
H -5.7864 0.1405 0.4561 -0.231 -0.190 0.247 0.10
H -7.2824 0.0131 -0.5197 0.037 0.109 0.212 0.09
H -6.6120 -2.2179 -1.4052 0.563 0.029 -0.318 0.07
H -5.1592 -2.2051 -0.2760 -0.032 -0.079 -0.391 0.06
H -6.8310 -2.2280 0.2705 0.128 -0.026 0.334 0.06
O 5.9703 6.2397 1.5925 -2.093 -2.100 2.014 0.05
C 6.5570 7.0810 1.0057 0.838 -0.123 -1.613 -0.62
N 7.3705 7.9394 1.6718 0.006 0.625 -1.566 0.15
C 6.5316 6.9728 -0.5365 1.094 0.602 0.389 0.00
H 7.9754 8.4636 1.0559 0.272 0.239 0.911 0.10
H 7.5112 7.7666 2.6569 0.194 0.241 -0.305 0.11
H 5.6098 7.2829 -1.0286 0.059 0.183 0.363 0.08
H 6.6936 5.9188 -0.7623 -0.179 0.017 0.173 0.08
H 7.3972 7.4906 -0.9497 -0.178 0.280 -0.343 0.06
O 7.0459 0.4827 5.5347 -0.536 0.245 -0.041 0.02
C 6.5178 1.4333 4.9761 -0.891 -1.622 0.965 -0.61
N 7.2115 2.4519 4.4966 0.194 1.648 -0.971 0.15
C 4.9862 1.6087 4.8025 0.723 -0.027 0.252 0.00
H 8.2016 2.5703 4.6575 -0.239 -0.240 -0.226 0.12
H 6.6845 3.0503 3.8768 0.709 0.381 0.187 0.10
H 4.7569 2.5780 4.3598 -0.094 -0.179 -0.278 0.06
H 4.5253 1.6359 5.7899 0.094 -0.283 0.032 0.08
H 4.5686 0.7831 4.2263 0.010 0.112 0.050 0.08
O -0.1777 3.5626 6.2432 -0.482 -1.118 -0.212 0.01
C -0.7526 2.6691 6.8774 0.749 1.825 -1.417 -0.63
N -0.6074 2.6767 8.1884 0.330 -0.430 2.549 0.15
C -1.5657 1.6013 6.2485 -0.539 0.069 -0.554 -0.01
H 0.1751 3.2187 8.5260 -0.354 0.132 0.104 0.12
H -1.0956 2.0889 8.8489 0.166 -0.070 -0.395 0.11
H -0.9172 0.7405 6.0854 -0.099 -0.027 -0.185 0.09
H -1.9197 2.0289 5.3105 0.095 -0.403 -0.117 0.09
H -2.4366 1.2855 6.8228 0.136 0.027 0.214 0.08
O -4.6992 8.8050 1.6485 1.549 -1.838 1.452 -0.02
C -3.8369 8.2528 2.3813 -0.960 0.668 -4.665 -0.57
N -3.7118 8.5766 3.6416 0.656 0.071 2.346 0.15
C -2.7253 7.3156 1.7877 -0.109 0.957 -0.017 -0.01
H -2.7946 8.4730 4.0516 -0.424 -0.107 0.373 0.11
H -4.3971 9.1912 4.0572 0.294 0.099 -0.159 0.12
H -3.0554 6.6359 1.0021 -0.510 -0.059 0.449 0.07
H -2.0812 6.8152 2.5106 -0.443 -0.206 0.221 0.07
H -2.0347 7.9581 1.2414 -0.046 0.398 0.000 0.07

=====

Entry 2:
73
Properties=species:S:1:pos:R:3:forces:R:3:lowdin_spin:R:1 method="wB97M-V/def2-TZVPD" orbital_gap_ev="4.5 / 4.5" e_homo_ha="-0.479 / -0.479" s2=0.756 multiplicity=2 relative_energy_kcal_mol=0.0 fmax_ev_per_a=0.9 charge=+2
Re 1.0255 -0.1416 0.7115 0.608 0.462 0.483 0.03
Se 0.8561 -2.8216 5.6247 -0.006 0.027 0.013 0.00
Sb 1.6326 -0.9727 4.4967 0.022 -0.018 -0.027 0.03
Se 0.1859 0.3929 2.7780 -0.021 -0.017 -0.245 -0.01
Se 2.2572 -1.9037 1.6778 0.023 -0.071 0.020 0.00
Se 3.5512 0.3441 5.2546 0.016 -0.032 0.047 0.87
Cl 6.0450 6.6791 0.2776 0.010 0.014 -0.005 0.00
C 5.1086 5.3142 0.7225 -0.008 -0.015 -0.001 0.00
C 4.6462 4.4531 -0.2687 0.004 0.007 0.008 0.00
C 3.8916 3.3561 0.0893 -0.009 0.014 0.017 0.00
C 3.6027 3.1189 1.4359 -0.029 0.020 -0.074 0.00
C 4.0682 3.9956 2.4209 -0.007 0.007 0.006 0.00
C 4.8213 5.0936 2.0673 -0.003 -0.003 -0.008 0.00
C 2.7887 1.9852 1.8421 0.164 0.165 0.276 0.01
O 2.5085 1.7031 2.9950 -0.048 -0.019 -0.176 0.06
O 2.3621 1.2021 0.8085 -0.493 -0.442 -0.131 0.00
H 4.8768 4.6582 -1.3041 0.002 0.001 -0.002 0.00
H 3.5150 2.6864 -0.6706 0.007 0.000 -0.004 0.00
H 3.8170 3.8199 3.4580 0.009 -0.007 -0.005 0.00
H 5.1817 5.7868 2.8137 0.004 -0.001 -0.001 0.00
C 1.5354 -5.1762 -1.2741 0.000 -0.010 -0.004 0.00
C 2.1012 -4.1870 -2.2562 0.005 0.008 -0.005 0.00
O 1.6877 -2.8356 -1.8504 0.053 0.073 0.023 0.00
P 2.7016 -1.6686 -1.6177 -0.105 -0.042 -0.174 0.00
O 1.8867 -0.4568 -1.2224 -0.081 -0.005 0.081 0.00
Te 4.2615 -2.2853 0.1418 -0.004 -0.025 0.009 0.00
O 3.6239 -1.4488 -2.8394 0.023 -0.019 0.061 0.00
C 3.2564 -0.7070 -4.0709 -0.005 0.015 0.004 0.00
C 2.2713 -1.4853 -4.9006 -0.011 -0.005 -0.016 0.00
H 1.7706 -6.1881 -1.6036 0.002 -0.001 0.002 0.00
H 0.4517 -5.0804 -1.2137 0.000 -0.002 -0.003 0.00
H 1.9647 -5.0337 -0.2816 -0.004 0.005 0.000 0.00
H 1.7079 -4.3219 -3.2610 0.000 -0.003 -0.004 0.00
H 3.1911 -4.2278 -2.2989 0.002 -0.011 -0.009 0.00
H 4.2098 -0.5770 -4.5726 0.000 0.011 0.000 0.00
H 2.8764 0.2623 -3.7535 -0.004 0.004 -0.011 0.00
H 2.6687 -2.4657 -5.1613 0.001 0.002 -0.003 0.00
H 2.0901 -0.9406 -5.8275 -0.004 0.002 0.000 0.00
H 1.3140 -1.6061 -4.3910 0.005 0.004 0.004 0.00
F 0.0264 1.4586 -0.2654 -0.060 -0.036 -0.073 0.00
Sb -1.5172 2.6964 0.3174 0.302 0.134 0.175 0.00
F -2.8712 3.7572 0.9952 -0.050 -0.035 -0.025 0.00
F -2.4590 1.9481 -1.1101 0.010 -0.018 -0.020 0.00
F -1.9873 1.1726 1.3673 -0.167 -0.037 -0.072 0.00
F -0.7249 3.9635 -0.7817 0.005 0.016 -0.057 0.00
F -0.2724 3.0955 1.6933 -0.110 -0.105 -0.036 0.00
C -1.6350 -2.2978 1.8700 -0.010 0.000 0.001 0.00
C -1.6130 -1.7731 0.4863 -0.034 0.030 0.008 0.00
N -0.5974 -1.1150 -0.1144 0.006 -0.025 -0.069 0.00
C -1.0019 -0.8364 -1.4201 -0.004 0.016 -0.023 0.00
C -2.2480 -1.3056 -1.5841 0.018 -0.003 0.026 0.00
N -2.6149 -1.8937 -0.3846 -0.028 -0.004 -0.010 0.00
C -3.9816 -2.3676 -0.0812 0.021 -0.055 -0.033 0.00
N -4.6455 -1.4988 0.8196 -0.046 0.022 -0.010 0.00
N -4.6817 -1.8152 2.1507 0.055 -0.015 0.017 0.00
N -5.1697 -0.8404 2.7982 0.001 -0.011 0.006 0.00
C -5.4664 0.1825 1.9149 -0.010 0.027 -0.043 0.00
C -6.0054 1.4506 2.1453 -0.003 -0.007 0.005 0.00
C -6.1610 2.2674 1.0506 0.000 0.011 0.002 0.00
C -5.7967 1.8445 -0.2441 -0.001 -0.005 -0.001 0.00
C -5.2716 0.5948 -0.4865 -0.034 -0.004 0.007 0.00
C -5.1206 -0.2276 0.6302 0.040 0.029 0.044 0.00
H -1.9333 -1.5122 2.5711 0.003 -0.005 0.006 0.00
H -0.6558 -2.6869 2.1485 -0.006 0.016 0.001 0.00
H -2.3714 -3.0903 1.9751 -0.009 -0.008 0.002 0.00
H -0.3830 -0.2774 -2.0958 0.001 -0.024 0.000 0.00
H -2.9136 -1.2688 -2.4283 -0.004 0.003 0.004 0.00
H -3.9413 -3.3589 0.3642 -0.003 0.006 0.004 0.00
H -4.5044 -2.4196 -1.0343 -0.008 -0.020 0.004 0.00
H -6.2869 1.7625 3.1411 0.005 0.002 0.002 0.00
H -6.5727 3.2591 1.1755 0.002 0.003 0.006 0.00
H -5.9357 2.5257 -1.0729 0.001 0.002 0.002 0.00
H -4.9987 0.2864 -1.4869 0.000 0.004 0.005 0.00

=====

Entry 3:
20
Properties=species:S:1:pos:R:3:forces:R:3:lowdin_charge:R:1 method="wB97M-V/def2-TZVPD" orbital_gap_ev=10.2 e_homo_ha=-0.336 relative_energy_kcal_mol=23.3 smiles=NCC[C@H](N)CN fmax_ev_per_a=3.5
N -0.9269 1.4090 -0.6782 -1.355 -1.200 -0.104 0.04
C 0.0453 0.4353 -0.2221 3.406 -0.603 0.085 -0.43
C -0.4192 -0.9149 0.3407 -1.424 1.043 0.271 -0.19
C -1.0809 -0.7136 1.7069 -0.619 -0.326 -0.263 -0.30
N -0.1267 -0.4178 2.7857 0.404 -0.766 0.161 -0.01
C 0.9906 0.0721 -1.4115 -1.049 -0.793 -1.719 -0.26
N 1.3320 1.2055 -2.2698 -0.186 0.718 1.157 -0.02
H -0.6213 1.7759 -1.5814 0.420 0.159 0.342 0.05
H -1.7125 0.8181 -0.9837 -0.193 0.511 0.316 0.08
H 0.6626 0.8001 0.6343 -0.277 0.587 -0.711 0.13
H 0.4192 -1.5938 0.4848 0.083 -0.150 -0.543 0.11
H -1.1797 -1.2659 -0.3745 0.299 -0.594 0.225 0.12
H -1.7588 0.1267 1.5502 -0.115 0.125 0.446 0.10
H -1.7031 -1.5800 1.9972 0.175 0.173 -0.404 0.11
H 0.7250 -0.9608 2.6212 0.031 0.371 -0.348 0.06
H -0.4573 -0.9206 3.6050 -0.256 0.517 0.227 0.06
H 1.8061 -0.6411 -1.2378 0.227 0.480 0.831 0.10
H 0.3560 -0.5349 -2.0944 -0.055 0.026 0.378 0.11
H 1.8121 0.9885 -3.1194 0.235 -0.316 -0.196 0.06
H 1.8376 1.9122 -1.7531 0.249 0.037 -0.149 0.07

=====

Entry 4:
14
Properties=species:S:1:pos:R:3:forces:R:3:lowdin_charge:R:1 method="wB97M-V/def2-TZVPD" orbital_gap_ev="6.1 / 6.1" e_homo_ha="-0.294 / -0.294" relative_energy_kcal_mol=32.6 fmax_ev_per_a=1.8
C 1.3199 0.3210 -0.2357 -0.263 -0.007 0.108 -1.21
C -0.5682 -1.4724 0.2828 -0.773 -0.765 -1.423 -0.87
O -0.8145 0.5953 -1.4223 0.248 0.001 -0.513 -0.42
S 1.9297 1.9974 -0.4876 -0.193 -0.172 -0.106 0.71
S 2.1904 -0.5272 1.1104 -0.069 0.421 0.029 0.71
S -0.2520 -2.4516 -0.9655 -0.230 0.531 0.884 0.75
S -3.2525 0.7198 0.2462 0.217 -0.759 -0.609 0.18
S -0.5784 0.3194 0.1256 1.119 0.569 0.345 0.71
H 1.4285 -0.2179 -1.1742 0.054 0.006 0.040 0.01
H -0.9259 -1.8027 1.2423 0.011 -0.058 0.388 0.03
H 2.2468 2.2201 0.7896 -0.009 0.084 0.158 -0.14
H 2.2149 -1.7367 0.5582 -0.022 -0.199 -0.089 -0.14
H -1.7410 0.8637 -1.5586 -0.334 0.134 0.422 0.00
H -3.1978 1.1720 1.4887 0.244 0.214 0.366 -0.32